[1]
Density functional theory data (the ωB97M-V functional and the def2-TZVPD basis) for a 2-piece molecular cluster, C3H2Cl3O3 overall.

## Properties
Total charge   -1
Energy above the lowest of the compared OMol25 structures with the same formula, charge and spin   6.31 kcal per mole
Frontier orbital gap   9.208 eV
M   192.41 g/mol
HOMO energy   -6.03 eV
Multiplicity   1
DFT total energy   -46855.5753 eV

```
11
Properties=species:S:1:pos:R:3:forces:R:3:mulliken_charge:R:1
C -0.300 1.420 -0.133 -2.69 0.81 -0.42 0.654
C 0.784 -0.743 0.299 2.05 -0.59 -1.54 0.578
C 0.534 0.353 -0.758 1.32 -0.35 1.35 0.239
O -1.486 1.104 0.295 0.58 -1.94 -0.79 -0.625
O 0.146 2.535 -0.134 0.98 1.29 0.21 -0.627
O 1.100 0.428 -1.804 -0.19 -0.25 -0.58 -0.510
Cl 1.359 -0.060 1.808 -0.59 0.17 0.30 -0.153
Cl 2.087 -1.871 -0.252 -0.22 0.04 -0.22 -0.224
Cl -2.349 -1.608 0.338 -0.02 0.18 -0.44 -0.604
H -0.080 -1.358 0.311 -0.85 -0.43 1.00 -0.079
H -1.795 -0.200 0.029 -0.37 1.08 1.14 0.351
```
Forces are in eV/Å.



[2]
Density functional theory data (the ωB97M-V functional and the def2-TZVPD basis) for C10H14BF5N6OSnTe as an isolated structure.

## Properties
Total charge   0
Frontier orbital gap (alpha / beta)   7.261 / 4.497 eV
M   586.38 g/mol
HOMO energy (alpha / beta)   -7.44 / -5.34 eV
Multiplicity   1
DFT total energy   -48971.0170 eV

```
39
Properties=species:S:1:pos:R:3:forces:R:3:mulliken_charge:R:1
H -0.440 2.695 1.849 0.04 -0.17 -0.15 0.459
N -0.089 1.576 0.065 0.52 1.20 -0.16 0.053
B 0.675 0.757 -2.224 -0.16 -0.05 1.21 0.013
N 0.489 1.877 -1.144 -0.35 -0.27 0.30 0.159
C 0.809 3.178 -1.161 -0.12 0.00 0.39 0.014
Sn -0.702 -0.457 0.583 3.41 3.13 2.90 0.868
H 1.264 3.604 -2.044 -0.03 0.03 0.18 0.451
C 0.455 3.734 0.065 0.05 -0.20 -0.16 -1.154
H 0.576 4.751 0.375 0.08 0.21 0.04 0.402
C -0.088 2.693 0.824 0.25 -0.44 -1.16 -0.218
H 1.139 1.172 -3.244 -0.09 -0.07 0.04 -0.065
C -1.731 -2.202 1.425 -0.49 -3.26 0.35 -1.290
H -1.958 -2.285 2.490 0.16 0.53 -0.12 0.371
H -0.732 -2.657 1.289 0.00 -0.21 0.17 0.386
H -2.433 -2.784 0.821 0.07 0.21 -0.04 0.423
N -0.747 0.142 -2.400 -0.82 -0.58 0.47 0.068
N 1.548 -0.377 -1.586 -0.40 -0.30 0.39 0.076
N -1.434 -0.377 -1.313 -1.19 -0.31 -3.14 0.045
N 1.144 -0.977 -0.420 0.90 -0.61 -0.30 0.152
C -1.526 0.063 -3.485 -0.10 -0.24 0.91 -0.029
C 2.734 -0.882 -1.948 -0.22 -0.08 0.35 -0.037
H -1.162 0.427 -4.435 -0.12 -0.04 0.08 0.467
H 3.208 -0.534 -2.857 0.02 -0.08 0.20 0.451
C -2.736 -0.519 -3.109 -0.34 -0.09 -0.31 -1.131
C 3.122 -1.817 -0.996 -0.08 0.03 0.08 -1.139
C -2.657 -0.787 -1.748 1.42 0.71 -0.61 -0.003
C 2.111 -1.841 -0.032 -0.26 0.80 -1.07 -0.238
H -3.574 -0.719 -3.755 0.03 0.01 0.03 0.393
H 4.020 -2.401 -0.992 0.18 -0.06 0.00 0.406
H -3.378 -1.233 -1.079 0.11 0.10 -0.01 0.457
H 2.050 -2.404 0.890 -0.14 0.18 -0.09 0.504
H -2.234 -0.820 1.193 -1.06 0.53 0.51 0.093
F 0.450 1.825 3.974 0.03 1.44 -0.19 -0.450
Te 0.365 -0.081 4.007 0.13 0.19 1.29 1.620
F -0.019 -0.025 5.875 -0.27 0.05 1.23 -0.452
F 0.152 -1.970 4.084 -0.27 -1.56 -0.07 -0.466
F 2.230 -0.221 4.329 1.40 -0.13 0.17 -0.455
F -1.516 0.074 3.670 -1.42 0.02 -0.44 -0.533
O 0.618 -0.200 2.162 -0.84 -0.60 -3.28 -0.672
```
Forces are in eV/Å.